The following is a quantum chemistry calculation of a structure of composition C31H19CrFO7S2 at a distorted geometry, from the OMol25 dataset.

Calculated values
E_tot: -99583.5224 eV
2S+1: 4
HOMO (alpha / beta): -9.51 / -11.32 eV
Total charge: +1

Geometry as XYZ:
```
61
C31H19CrFO7S2 (wB97M-V/def2-TZVPD)
O 3.247 1.347 6.289
C 2.973 1.289 5.159
Cr 2.455 0.808 3.393
C 0.953 0.080 4.258
O 0.073 -0.394 4.853
C 3.281 -0.840 3.871
O 3.703 -1.789 4.399
C 3.909 1.837 2.112
C 3.030 2.756 2.697
C 1.648 2.591 2.584
C 1.106 1.512 1.858
C -0.312 1.233 1.866
C -1.461 0.927 2.148
C -2.759 0.670 2.599
C -3.078 -0.731 2.858
C -2.147 -1.672 2.349
C -2.302 -3.037 2.516
C -3.370 -3.525 3.266
C -4.294 -2.631 3.805
C -4.150 -1.255 3.623
C -3.584 1.837 2.886
C -3.107 3.115 2.477
C -3.735 4.288 2.879
C -4.881 4.239 3.681
C -5.396 2.992 4.059
C -4.786 1.814 3.631
C 1.999 0.550 1.343
C 3.378 0.726 1.451
H 4.994 1.969 2.186
H 3.416 3.606 3.257
H 0.954 3.299 3.046
H -1.258 -1.278 1.853
H -1.584 -3.729 2.087
H -3.482 -4.594 3.425
H -5.132 -3.000 4.396
H -4.853 -0.614 4.141
H -2.207 3.176 1.868
H -3.322 5.243 2.559
H -5.376 5.158 3.991
H -6.281 2.945 4.690
H -5.243 0.876 3.917
H 1.569 -0.321 0.842
H 4.040 -0.030 1.031
F -3.285 -1.212 -0.198
C -1.969 -1.104 -0.359
S -1.531 0.021 -1.619
O -2.725 0.333 -2.372
O -0.708 1.058 -1.032
C -0.467 -1.058 -2.592
C -0.284 -2.320 -2.077
C 0.559 -3.242 -2.701
C 1.160 -2.893 -3.915
C 0.930 -1.631 -4.470
C 0.118 -0.699 -3.808
S -1.086 -2.586 -0.501
O 0.003 -2.555 0.467
O -2.002 -3.704 -0.529
H 0.705 -4.204 -2.228
H 1.809 -3.609 -4.427
H 1.389 -1.363 -5.422
H -0.095 0.286 -4.199
```

The following is a quantum chemistry calculation of a structure of composition C31H20AuBrClN7O7 at a distorted geometry, from the OMol25 dataset.

Calculated values
E_tot: -143490.2954 eV
2S+1: 3
Energy relative to the best compared isomer or geometry (same formula, charge and spin): 0.4303 eV
HOMO (alpha / beta): -8.17 / -9.24 eV

Geometry as XYZ:
```
68
C31H20AuBrClN7O7 (wB97M-V/def2-TZVPD)
Au -0.078 -0.570 -0.095
Br 0.519 6.641 6.093
C 1.462 5.006 6.106
C 2.190 4.627 4.985
C 2.878 3.432 4.994
C 2.845 2.607 6.132
C 2.138 3.026 7.267
C 1.431 4.210 7.245
N 3.511 1.405 6.211
N 3.974 0.769 5.240
C 3.497 0.425 4.068
C 4.458 0.065 3.064
C 4.108 -0.106 1.778
C 2.726 -0.029 1.334
O 2.420 -0.241 0.169
C 1.706 0.278 2.381
N 0.434 0.371 1.997
C -0.525 0.543 2.887
C -0.263 0.549 4.251
C 1.046 0.466 4.669
C 2.075 0.403 3.726
H 2.209 5.265 4.112
H 3.455 3.135 4.128
H 2.139 2.392 8.143
H 0.856 4.525 8.105
H 5.496 0.011 3.365
H 4.845 -0.316 1.015
H -1.531 0.655 2.497
H -1.075 0.610 4.962
H 1.273 0.426 5.725
O -4.002 3.839 0.068
C -4.786 2.785 0.070
O -5.988 2.870 0.135
C -4.109 1.452 -0.009
C -4.759 0.232 0.103
Cl -6.392 -0.054 0.452
N -3.825 -0.754 0.001
N -2.604 -0.218 -0.166
C -2.752 1.093 -0.181
C -1.537 1.968 -0.386
O -1.676 3.191 -0.296
O -0.433 1.396 -0.666
C -3.969 -2.175 0.013
C -5.076 -2.814 -0.534
C -5.140 -4.199 -0.508
C -4.107 -4.948 0.032
C -2.997 -4.305 0.558
C -2.935 -2.923 0.561
H -3.038 3.593 -0.055
H -5.872 -2.248 -0.986
H -6.005 -4.694 -0.928
H -4.168 -6.029 0.046
H -2.175 -4.870 0.980
H -2.091 -2.410 0.994
C 0.834 -5.037 -2.154
N 0.801 -4.432 -0.830
C 1.262 -5.083 0.283
C 1.319 -4.486 1.482
C 0.908 -3.093 1.636
O 0.969 -2.491 2.700
N 0.421 -2.510 0.484
C 0.403 -3.119 -0.721
O 0.003 -2.477 -1.702
H 0.787 -6.119 -2.057
H 1.746 -4.758 -2.685
H -0.015 -4.670 -2.724
H 1.570 -6.107 0.125
H 1.682 -4.997 2.361
```

The following is a quantum chemistry calculation of a structure of composition C31H20BrF4N3O2PRu, from the OMol25 dataset.

Calculated values
E_tot: -133790.4132 eV
2S+1: 5
HOMO (alpha / beta): -16.35 / -17.13 eV
Total charge: +3

Geometry as XYZ:
```
63
C31H20BrF4N3O2PRu (wB97M-V/def2-TZVPD)
Ru -0.612 0.148 -1.544
O 3.116 -3.771 -2.006
C 3.807 -2.698 -2.204
C 5.209 -2.886 -2.443
C 6.004 -1.807 -2.708
C 5.440 -0.525 -2.733
C 4.057 -0.320 -2.468
C 3.231 -1.373 -2.201
C 1.787 -1.171 -1.939
O 1.354 0.060 -1.807
N 1.019 -2.216 -1.892
N -0.299 -1.849 -1.617
C -1.179 -1.981 -2.575
C -2.566 -1.495 -2.341
C -3.696 -2.093 -2.843
C -4.925 -1.498 -2.551
C -4.962 -0.322 -1.820
C -3.776 0.254 -1.390
N -2.603 -0.330 -1.636
H 2.154 -3.548 -1.891
H 5.583 -3.902 -2.419
H 7.060 -1.936 -2.906
H 6.061 0.332 -2.959
H 3.659 0.686 -2.487
H -0.920 -2.471 -3.513
H -3.632 -2.997 -3.434
H -5.842 -1.949 -2.906
H -5.901 0.164 -1.596
H -3.751 1.186 -0.842
F -0.514 6.672 1.176
C -0.522 5.369 1.106
C -0.457 4.602 2.260
F -0.388 5.180 3.433
C -0.468 3.216 2.160
F -0.412 2.514 3.282
C -0.540 2.556 0.938
P -0.420 0.756 0.930
C 1.077 0.290 1.781
C 1.011 -0.232 3.077
C 2.183 -0.501 3.765
C 3.412 -0.246 3.174
C 3.478 0.290 1.892
C 2.316 0.553 1.189
C -1.868 0.057 1.695
C -1.919 -1.324 1.911
C -3.067 -1.892 2.438
C -4.165 -1.095 2.741
C -4.123 0.276 2.511
C -2.981 0.854 1.981
C -0.611 3.360 -0.203
Br -0.801 2.691 -1.988
C -0.605 4.739 -0.137
F -0.683 5.473 -1.230
H 0.059 -0.401 3.560
H 2.134 -0.894 4.771
H 4.323 -0.448 3.722
H 4.440 0.521 1.453
H 2.372 0.999 0.204
H -1.066 -1.954 1.684
H -3.101 -2.957 2.627
H -5.052 -1.541 3.169
H -4.973 0.895 2.765
H -2.948 1.927 1.834
```

The following is a quantum chemistry calculation of a cluster of 3 separate species, C31H21BBr2F6NO9P in total at a distorted geometry, from the OMol25 dataset.

Calculated values
E_tot: -218761.6201 eV
SMILES: C[C@H](O)Cc1c(P(O)Br)ccc2c1C(=O)c1c(c(Br)c(C(F)(F)F)c(B(N)O)c1C(F)(F)F)C2=O.O=C1C=CC(=O)C=C1.O=C1C=CC(=O)C=C1
2S+1: 1
HOMO: -9.09 eV

Geometry as XYZ:
```
72
C31H21BBr2F6NO9P (wB97M-V/def2-TZVPD)
C 4.176 -0.692 0.562
C 3.220 -0.061 -0.474
O 3.451 -0.699 -1.724
C 3.425 1.476 -0.670
C 2.353 2.367 -0.065
C 2.705 3.358 0.863
P 4.437 3.686 1.433
O 4.267 4.867 2.585
Br 5.165 1.941 2.681
C 1.755 4.206 1.401
C 0.442 4.110 1.016
C 0.109 3.155 0.105
C 1.013 2.269 -0.444
C 0.465 1.254 -1.454
O 1.108 1.029 -2.452
C -0.912 0.673 -1.111
C -1.780 1.586 -0.557
C -3.049 1.162 -0.160
Br -4.104 2.541 0.671
C -3.485 -0.131 -0.348
C -4.861 -0.625 0.038
F -5.553 -1.052 -1.042
F -5.659 0.269 0.631
F -4.798 -1.652 0.900
C -2.586 -1.013 -0.955
B -3.082 -2.535 -1.258
N -3.029 -3.471 -0.149
O -3.489 -2.936 -2.482
C -1.322 -0.656 -1.313
C -0.331 -1.594 -1.954
F -0.196 -1.241 -3.246
F 0.861 -1.566 -1.363
F -0.686 -2.895 -1.966
C -1.304 3.021 -0.406
O -1.944 3.998 -0.721
H 4.477 -1.677 0.192
H 3.613 -0.880 1.481
H 5.078 -0.114 0.748
H 2.206 -0.205 -0.100
H 4.220 -0.300 -2.141
H 4.437 1.738 -0.338
H 3.426 1.662 -1.750
H 3.930 4.425 3.382
H 2.062 4.971 2.104
H -0.321 4.771 1.414
H -2.491 -3.055 0.606
H -2.462 -4.272 -0.430
H -3.935 -2.220 -2.980
O -9.878 -1.061 -6.012
C -8.771 -1.098 -5.522
C -8.304 -2.283 -4.761
C -7.089 -2.320 -4.221
C -6.154 -1.180 -4.360
O -5.043 -1.216 -3.868
C -6.615 0.004 -5.118
C -7.830 0.043 -5.659
H -9.002 -3.105 -4.672
H -6.727 -3.174 -3.661
H -5.915 0.824 -5.205
H -8.188 0.898 -6.218
O 5.570 -1.062 3.419
C 6.017 -1.155 4.544
C 5.854 -2.405 5.326
C 6.338 -2.517 6.560
C 7.064 -1.398 7.208
O 7.507 -1.501 8.331
C 7.229 -0.147 6.427
C 6.745 -0.035 5.192
H 5.322 -3.211 4.837
H 6.228 -3.421 7.146
H 7.761 0.658 6.915
H 6.858 0.870 4.610
```

Q: Among the records above, which one has the highest 2S+1?
A: C31H20BrF4N3O2PRu

Q: What is the formula in the third record?
A: C31H20BrF4N3O2PRu

Q: What is the formula in the third record?
A: C31H20BrF4N3O2PRu

Q: The highest E_tot belongs to which entry?
A: C31H19CrFO7S2